# 1
68
Properties=species:S:1:pos:R:3:forces:R:3:lowdin_charge:R:1 method="wB97M-V/def2-TZVPD" fmax_ev_per_a=1.25 charge=+2 de_lowest_kj_mol=105.2 e_tot_ha=-4607.7101 molar_mass_g_mol=895.3 spin_multiplicity=1 orbital_gap_ev=6.243 homo_energy_ev=-13.346
Ta -0.210 -0.231 0.137 -0.8 -0.4 -0.8 1.89
O -3.743 -1.281 2.064 -0.1 0.0 0.1 0.15
C -2.728 -1.325 1.424 0.3 0.2 0.2 -0.42
N -1.732 -0.346 1.432 -0.1 -0.1 0.2 -0.15
C -2.045 0.848 2.209 0.0 0.0 -0.1 -0.12
C -2.305 1.940 1.214 -0.1 0.0 -0.1 -0.23
C -3.041 3.078 1.487 0.0 0.0 0.0 0.03
C -3.162 4.043 0.502 0.0 0.0 0.0 -0.01
C -2.544 3.840 -0.726 0.0 0.0 0.0 -0.02
C -1.835 2.675 -0.924 0.0 -0.1 -0.1 -0.11
N -1.726 1.731 0.024 0.2 -0.1 -0.1 0.01
C -2.391 -2.442 0.511 0.1 -0.1 -0.1 -0.18
C -3.146 -3.592 0.473 -0.1 -0.1 0.0 0.05
C -2.739 -4.615 -0.367 0.0 -0.1 0.0 0.01
C -1.594 -4.436 -1.127 0.1 0.0 0.0 0.00
C -0.904 -3.243 -1.045 -0.1 0.0 0.0 -0.11
N -1.297 -2.246 -0.239 0.0 0.0 0.2 -0.02
H -1.189 1.115 2.832 0.0 0.0 0.0 0.14
H -2.897 0.659 2.858 -0.1 0.0 0.0 0.14
H -3.510 3.198 2.455 0.0 0.0 0.0 0.14
H -3.732 4.943 0.687 0.0 0.0 0.0 0.13
H -2.614 4.570 -1.520 0.0 0.0 0.0 0.12
H -1.338 2.472 -1.865 0.0 0.0 0.0 0.11
H -4.023 -3.661 1.102 0.0 0.0 0.0 0.14
H -3.300 -5.538 -0.424 0.0 0.0 0.0 0.13
H -1.231 -5.213 -1.785 0.0 0.0 0.0 0.13
H -0.014 -3.081 -1.629 0.0 0.0 0.0 0.06
O 0.244 0.392 -6.149 0.0 0.0 0.1 0.15
C -0.034 0.084 -4.890 0.0 0.0 -0.2 -0.27
C -1.285 0.273 -4.293 0.0 0.0 0.0 0.04
C -1.442 -0.058 -2.971 -0.2 -0.2 0.2 -0.10
N -0.455 -0.575 -2.217 0.3 0.4 0.2 -0.12
C 0.726 -0.759 -2.824 0.0 -0.1 0.0 -0.70
Br 2.037 -1.464 -1.674 0.2 0.0 -0.1 0.99
C 1.002 -0.468 -4.130 -0.1 -0.1 0.0 0.01
H -0.513 0.772 -6.614 0.0 0.0 0.0 0.14
H -2.121 0.667 -4.855 0.0 0.0 0.0 0.14
H -2.401 0.068 -2.483 0.0 0.1 0.0 0.13
H 1.975 -0.645 -4.566 0.0 0.0 0.0 0.14
I 3.191 7.844 -0.692 0.0 0.1 0.0 1.00
C 2.506 5.909 -0.472 0.0 -0.1 0.0 -0.72
C 2.221 5.148 -1.607 0.0 -0.1 0.0 -0.12
C 1.753 3.859 -1.460 0.0 0.1 -0.1 0.00
C 1.564 3.332 -0.180 0.0 0.0 0.0 -0.15
C 1.865 4.092 0.954 0.0 0.1 0.0 0.02
C 2.338 5.380 0.807 0.0 -0.1 0.0 -0.12
C 1.031 2.006 -0.015 0.1 -0.3 0.2 -0.52
O 0.741 1.490 1.117 -0.2 -0.6 0.0 -0.08
O 0.749 1.223 -1.010 0.4 0.7 0.1 -0.21
H 2.374 5.565 -2.593 0.0 0.0 0.0 0.10
H 1.535 3.254 -2.330 0.0 0.0 0.0 0.12
H 1.735 3.666 1.940 0.0 0.0 0.0 0.13
H 2.580 5.974 1.677 0.0 0.0 0.0 0.11
C 1.464 -4.469 2.907 0.0 0.0 0.0 -0.03
C 2.380 -3.251 2.691 -0.1 0.0 -0.1 -0.62
C 3.604 -3.650 1.853 0.0 0.0 0.0 -0.04
C 2.815 -2.665 4.043 0.0 0.0 0.0 -0.03
C 1.610 -2.245 1.955 0.0 0.1 0.1 -0.06
C 0.951 -1.428 1.333 0.3 0.3 -0.1 -0.18
H 2.010 -5.234 3.461 0.0 0.0 0.0 0.10
H 1.151 -4.895 1.953 0.0 0.0 0.0 0.08
H 0.577 -4.195 3.478 0.0 0.0 0.0 0.09
H 4.167 -4.418 2.383 0.0 0.0 0.0 0.10
H 4.262 -2.796 1.688 0.0 0.0 0.0 0.09
H 3.302 -4.054 0.885 0.0 0.0 0.0 0.08
H 3.380 -3.421 4.590 0.0 0.0 0.0 0.10
H 1.952 -2.376 4.642 0.0 0.0 0.0 0.09
H 3.451 -1.790 3.906 0.0 0.0 0.0 0.09

# 2
115
Properties=species:S:1:pos:R:3:forces:R:3:lowdin_charge:R:1 method="wB97M-V/def2-TZVPD" fmax_ev_per_a=3.22 de_lowest_kj_mol=0.0 e_tot_ha=-1967.0413 molar_mass_g_mol=621.0 smiles="CC1(C)CCCC(C)(C)N1O.CC1(C)CCCC(C)(C)N1O.CC1(C)CCCC(C)(C)N1O.COC[C@H](C)N.NC(N)=O" spin_multiplicity=1 orbital_gap_ev=8.355 homo_energy_ev=-8.012
C 3.591 2.159 -5.447 1.6 -0.5 0.8 -0.01
C 3.900 2.602 -3.969 0.9 -2.3 0.3 -0.50
C 4.815 3.780 -3.815 1.2 -0.1 -0.3 -0.17
C 4.102 5.034 -4.142 -0.9 1.6 -0.6 -0.21
C 2.890 5.213 -3.252 -1.2 -1.0 0.8 -0.11
C 1.820 4.017 -3.383 1.4 1.3 -1.0 -0.46
N 2.683 2.798 -3.211 -1.4 0.8 0.4 -0.08
O 1.920 1.616 -3.220 0.0 -0.2 1.8 -0.07
C 0.703 4.050 -2.321 0.0 -0.3 0.3 -0.05
C 1.102 4.119 -4.758 -1.2 -1.5 -0.7 -0.05
C 4.590 1.324 -3.302 1.2 0.4 -1.2 -0.03
H 4.534 1.916 -6.002 -0.8 0.2 0.5 0.11
H 2.997 2.829 -6.007 -0.2 0.9 -0.6 0.04
H 2.993 1.258 -5.364 0.1 -0.4 -0.3 0.07
H 5.320 3.851 -2.809 -0.8 -0.2 -0.7 0.15
H 5.641 3.666 -4.535 -0.1 -0.2 0.2 0.13
H 3.699 5.099 -5.169 0.6 -0.5 0.0 0.12
H 4.809 5.867 -4.069 -0.3 0.1 0.2 0.12
H 2.347 6.139 -3.414 0.0 0.2 -0.2 0.12
H 3.225 5.207 -2.219 0.0 0.1 0.3 0.11
H 1.121 3.929 -1.269 -0.7 0.2 -1.3 0.10
H 0.051 4.961 -2.437 1.0 -0.6 0.3 0.10
H 0.014 3.213 -2.587 0.5 0.4 0.6 0.08
H 0.478 3.187 -4.876 0.7 0.4 0.0 0.09
H 0.275 4.854 -4.857 0.9 0.2 0.5 0.09
H 1.732 4.162 -5.667 -0.3 0.3 0.7 0.06
H 5.647 1.161 -3.695 -1.3 0.3 0.0 0.10
H 3.954 0.515 -3.660 0.4 -0.5 0.6 0.06
H 4.766 1.319 -2.213 -0.8 0.4 -0.3 0.09
H 1.555 1.361 -4.056 -0.3 0.3 -1.3 0.08
C 0.627 3.603 2.368 -0.1 -0.5 0.9 -0.04
C -0.874 3.467 2.143 -0.6 0.0 0.5 -0.45
C -1.291 4.591 1.164 -1.2 0.7 2.3 -0.15
C -2.709 4.464 0.700 -0.8 -0.4 -1.2 -0.18
C -2.965 3.106 -0.037 2.4 0.8 1.8 -0.10
C -2.539 1.918 0.872 1.0 0.0 -1.0 -0.46
N -1.114 2.167 1.438 -1.2 0.7 -0.7 -0.10
O -0.838 1.106 2.328 0.3 0.0 0.0 -0.06
C -3.541 1.651 1.948 0.9 -0.8 -0.3 -0.02
C -2.377 0.689 -0.080 0.8 -0.5 3.1 -0.02
C -1.643 3.651 3.545 0.1 -0.5 -2.2 0.00
H 0.923 4.559 2.772 -0.2 0.6 0.0 0.08
H 1.211 3.416 1.490 0.2 -0.1 -0.8 0.06
H 0.954 2.894 3.114 0.1 -0.5 0.2 0.08
H -1.182 5.607 1.630 0.0 -0.9 0.1 0.14
H -0.641 4.637 0.367 1.6 -0.3 -2.0 0.07
H -2.978 5.321 0.053 0.1 -0.4 0.1 0.12
H -3.344 4.539 1.559 -0.6 0.1 0.5 0.08
H -2.230 3.082 -0.843 -0.5 0.1 -0.6 0.10
H -3.985 3.001 -0.332 -0.6 -0.2 -0.5 0.11
H -4.374 1.142 1.515 -1.0 0.2 -0.2 0.08
H -3.062 0.890 2.537 0.0 -0.1 1.0 0.07
H -3.760 2.543 2.493 -0.6 0.2 0.5 0.06
H -1.932 -0.215 0.447 0.1 1.3 -0.6 0.08
H -3.313 0.296 -0.333 -1.6 -0.1 -0.9 0.06
H -1.798 1.033 -0.888 0.7 -0.2 -1.2 0.05
H -1.179 4.510 3.960 0.4 0.6 1.0 0.06
H -1.702 2.778 4.194 0.6 0.0 -0.1 0.09
H -2.671 3.920 3.349 -0.2 0.2 0.0 0.04
H -0.321 0.475 1.781 0.1 -0.1 0.3 0.05
C -0.788 -5.671 5.554 0.8 -0.4 0.6 -0.04
C -1.279 -4.230 5.792 -0.2 0.1 0.8 -0.47
C -0.070 -3.329 6.244 -0.5 -1.4 -0.9 -0.14
C 0.821 -2.958 5.067 -0.6 -0.3 0.4 -0.17
C -0.052 -2.350 3.983 1.0 -0.2 -0.9 -0.14
C -1.120 -3.264 3.430 -0.6 -0.2 0.8 -0.52
N -1.938 -3.668 4.588 0.6 1.4 0.3 -0.11
O -3.072 -4.343 4.141 -0.6 0.4 1.2 0.00
C -1.999 -2.391 2.543 -0.7 -0.1 -0.9 -0.03
C -0.511 -4.441 2.652 1.3 0.3 0.3 -0.01
C -2.298 -4.153 6.974 0.0 0.0 -1.1 -0.03
H -1.611 -6.313 5.301 -0.6 -0.3 -0.3 0.07
H -0.316 -6.186 6.433 -0.4 0.8 -0.4 0.10
H -0.052 -5.735 4.742 -0.3 0.1 0.3 0.06
H -0.393 -2.423 6.731 -0.4 0.2 0.3 0.11
H 0.446 -3.980 6.959 0.1 0.4 0.1 0.12
H 1.303 -3.891 4.709 0.3 0.8 0.1 0.11
H 1.510 -2.200 5.442 0.5 -0.3 -0.4 0.11
H 0.554 -2.144 3.090 0.1 0.6 0.3 0.12
H -0.546 -1.441 4.333 0.2 0.0 0.0 0.13
H -1.526 -2.149 1.574 0.2 0.1 0.6 0.07
H -2.934 -2.879 2.260 0.1 -0.3 0.1 0.08
H -2.311 -1.490 3.076 0.3 0.0 -0.1 0.08
H -1.146 -5.308 2.517 -0.3 0.0 -0.2 0.08
H -0.151 -4.060 1.706 -0.3 -0.1 -0.6 0.07
H 0.422 -4.800 3.128 -0.6 0.1 -0.1 0.07
H -1.829 -4.336 7.924 0.5 0.0 0.4 0.07
H -3.080 -4.905 6.898 -0.2 0.1 -0.3 0.07
H -2.734 -3.144 6.968 0.0 -0.4 0.1 0.09
H -2.733 -5.091 3.687 0.2 -1.6 -0.8 0.05
C 1.396 -0.081 -0.037 -1.2 -1.2 -1.4 -0.60
O 0.774 -0.724 0.834 1.1 0.8 0.0 -0.03
N 2.452 -0.654 -0.750 -0.3 -0.4 1.1 0.16
N 0.891 1.090 -0.532 0.6 0.5 0.3 0.18
H 2.833 -0.197 -1.552 0.1 0.3 -0.2 0.05
H 2.794 -1.601 -0.521 -0.7 1.2 -0.1 0.12
H 1.255 1.567 -1.366 0.0 -0.6 0.7 0.06
H 0.250 1.622 0.082 0.2 -0.4 -0.3 0.07
C -2.451 -5.419 -4.048 1.8 0.4 -0.2 -0.04
C -1.282 -4.679 -4.723 0.7 0.5 -0.2 -0.43
C -0.299 -4.023 -3.750 -0.8 -1.1 0.5 -0.25
O -1.024 -3.161 -2.917 0.4 1.0 0.1 -0.19
C -0.178 -2.524 -1.964 -0.2 -0.9 1.3 -0.10
N -0.459 -5.511 -5.631 -1.3 -0.9 -0.9 0.01
H -3.041 -4.840 -3.363 0.0 0.3 0.4 0.07
H -1.985 -6.275 -3.577 -0.2 -0.3 0.5 0.08
H -3.066 -5.767 -4.826 -1.0 -0.6 -1.0 0.05
H -1.623 -3.859 -5.346 -0.4 0.2 -0.1 0.13
H 0.551 -3.605 -4.283 -0.1 0.7 -0.2 0.12
H 0.143 -4.773 -3.098 0.2 -0.7 0.1 0.12
H 0.127 -3.275 -1.129 -0.3 1.0 -1.3 0.11
H -0.767 -1.731 -1.437 0.7 -0.5 -0.7 0.09
H 0.745 -2.160 -2.456 -0.5 0.1 0.4 0.08
H -1.051 -5.843 -6.456 1.1 0.6 1.6 0.10
H -0.175 -6.355 -5.122 -0.1 0.2 -0.3 0.07

# 3
79
Properties=species:S:1:pos:R:3:forces:R:3:mulliken_spin:R:1 method="wB97M-V/def2-TZVPD" fmax_ev_per_a=2.69 de_lowest_kj_mol=0.0 e_tot_ha=-3450.2147 molar_mass_g_mol=691.6 spin_multiplicity=4 orbital_gap_ev="7.250 / 7.310" homo_energy_ev="-7.146 / -7.258"
Cr 9.912 -3.970 17.205 -0.4 -0.7 0.3 3.29
C 6.517 -0.614 15.072 1.6 -0.2 0.8 0.00
N 6.818 -1.500 16.213 -0.8 -0.4 0.1 0.01
C 5.760 -1.717 17.206 0.3 0.1 0.2 0.00
C 7.978 -2.112 16.399 -0.2 1.2 -0.4 0.01
O 8.168 -2.882 17.346 0.4 -0.4 0.6 -0.04
C 9.117 -1.811 15.464 -1.1 -0.9 -1.9 -0.02
O 10.312 -2.194 16.063 1.1 -0.3 0.8 -0.01
C 11.171 -1.149 16.504 -0.1 0.4 -0.7 0.00
C 10.484 -0.199 17.503 1.4 0.5 -0.2 0.01
O 9.296 0.048 17.405 -0.3 0.0 0.3 0.00
N 11.344 0.460 18.332 -1.2 -0.4 0.0 0.00
C 10.749 1.311 19.367 1.5 -0.7 0.3 0.00
C 12.704 -0.026 18.519 -0.1 -0.1 -0.7 0.00
H 5.455 -0.514 14.981 -0.5 0.4 0.2 0.00
H 6.856 -1.095 14.167 0.2 0.0 -0.4 0.00
H 7.064 0.339 15.237 -0.7 -0.3 -0.4 0.00
H 5.938 -1.102 18.106 -0.3 -0.1 -0.5 0.00
H 5.689 -2.747 17.524 0.4 -0.4 0.0 0.00
H 4.818 -1.522 16.722 -0.3 0.5 0.1 0.00
H 9.133 -0.782 15.147 0.0 0.3 0.0 0.00
H 8.996 -2.474 14.570 0.0 0.5 0.5 0.00
H 11.478 -0.547 15.614 -0.2 -0.3 0.5 0.00
H 12.060 -1.645 16.865 0.0 -0.1 0.2 0.00
H 11.427 1.237 20.230 -0.6 -0.1 0.0 0.00
H 9.741 1.030 19.581 -0.5 -0.4 0.2 0.00
H 10.755 2.333 19.090 -0.1 1.1 -0.6 0.00
H 13.217 0.025 17.542 0.2 0.0 0.6 0.00
H 12.689 -1.053 18.902 0.2 0.2 -0.2 0.00
H 13.202 0.609 19.242 0.2 0.1 -0.1 0.00
O 5.647 -7.876 15.284 1.5 1.0 0.3 0.00
C 6.608 -7.203 15.607 -0.5 -0.1 -0.1 0.00
C 7.553 -6.346 14.690 0.4 -0.1 0.8 0.00
O 7.612 -6.310 13.484 -0.3 0.0 0.0 0.01
C 8.417 -5.594 15.647 -1.0 -0.4 0.5 0.04
C 8.189 -5.979 16.974 -0.8 -0.5 -0.8 0.00
O 8.847 -5.452 17.958 0.9 0.6 0.1 -0.03
C 7.080 -6.945 17.074 -0.7 -0.6 0.2 0.00
O 6.542 -7.444 18.055 0.8 0.6 -0.9 0.00
O 9.239 -4.617 15.392 0.3 -0.2 0.1 -0.01
C 12.019 -9.800 16.700 -1.4 -0.4 0.0 0.00
C 12.981 -9.142 16.010 1.7 2.1 -0.4 0.00
C 13.038 -7.721 16.064 -0.5 -0.3 0.7 0.00
C 12.093 -6.980 16.826 0.4 -1.2 -0.5 -0.01
C 11.072 -7.702 17.479 0.7 -0.5 -0.4 0.00
C 11.046 -9.093 17.401 -0.4 0.5 0.3 0.00
P 12.070 -5.178 17.018 -0.4 0.3 0.2 -0.08
C 13.102 -4.456 15.714 0.5 -0.5 0.2 -0.02
C 14.385 -3.945 15.916 -0.7 0.9 0.0 0.00
C 15.056 -3.318 14.878 -0.5 -0.3 -0.4 0.00
C 14.505 -3.283 13.587 0.7 -0.2 0.8 0.00
C 13.263 -3.870 13.383 0.7 1.0 -0.4 0.00
C 12.578 -4.423 14.440 -0.5 -0.1 -0.6 0.01
C 12.908 -4.711 18.555 0.0 0.0 -0.2 -0.01
C 14.146 -5.183 18.905 -0.2 0.2 0.1 0.00
C 14.816 -4.599 19.997 0.6 -0.3 -0.2 -0.01
C 14.252 -3.561 20.703 0.3 -0.3 0.9 0.01
C 12.937 -3.117 20.418 0.4 -0.5 -0.8 -0.02
C 12.297 -2.110 21.169 1.0 0.3 0.4 0.02
C 11.080 -1.699 20.800 -1.9 -0.9 -0.9 -0.01
C 10.364 -2.320 19.701 0.5 0.4 1.0 -0.02
C 10.902 -3.319 18.940 0.4 0.6 -0.4 -0.13
C 12.254 -3.679 19.289 0.1 -0.5 0.4 -0.01
H 11.908 -10.860 16.553 0.1 -0.4 0.3 0.00
H 13.798 -9.665 15.490 -0.7 0.2 0.1 0.00
H 13.838 -7.219 15.537 0.0 0.1 0.0 0.00
H 10.298 -7.205 18.032 -0.1 0.3 0.2 0.01
H 10.210 -9.590 17.898 0.4 -0.1 -0.2 0.00
H 14.727 -3.820 16.927 0.4 -0.3 0.2 0.00
H 15.980 -2.832 15.107 0.5 0.2 -0.1 0.00
H 15.103 -2.824 12.799 -0.5 0.0 0.0 0.00
H 12.796 -3.745 12.418 -0.1 -0.4 -0.1 0.00
H 11.598 -4.790 14.220 -0.6 -0.3 0.2 0.00
H 14.623 -5.977 18.329 -0.1 0.1 0.2 0.00
H 15.814 -5.015 20.190 -0.4 0.5 0.3 0.00
H 14.779 -3.147 21.593 -0.4 -0.2 -0.9 0.00
H 12.825 -1.610 21.986 -0.1 -0.4 -0.1 0.00
H 10.536 -0.997 21.387 -0.2 0.7 0.3 0.00
H 9.359 -1.984 19.511 -0.3 0.2 0.0 0.00

# 4
63
Properties=species:S:1:pos:R:3:forces:R:3:mulliken_spin:R:1 method="wB97M-V/def2-TZVPD" fmax_ev_per_a=2.02 de_lowest_kj_mol=197.8 e_tot_ha=-3185.4712 molar_mass_g_mol=579.5 spin_multiplicity=3 orbital_gap_ev="5.034 / 7.673" homo_energy_ev="-4.750 / -7.625"
Ti -0.055 0.438 -0.623 0.1 1.8 1.0 0.96
N 1.947 1.664 -4.166 -0.1 0.1 0.0 0.00
C 1.178 0.952 -3.290 0.1 -0.2 -0.2 0.01
S -0.371 1.609 -2.816 0.5 0.0 0.0 -0.02
N 1.669 -0.193 -2.888 -0.2 0.0 0.3 0.01
N 0.758 -0.775 -1.978 0.7 -0.3 -1.0 -0.02
C 0.402 -1.971 -2.229 -0.5 -0.8 0.1 0.04
C -0.805 -2.579 -1.668 0.6 0.0 -0.3 0.04
C -1.059 -3.930 -1.934 0.0 -0.1 0.0 0.01
C -2.259 -4.513 -1.595 0.0 0.1 0.0 0.00
C -3.254 -3.718 -1.014 0.0 -0.2 0.0 0.01
C -3.039 -2.383 -0.758 0.1 0.0 0.1 -0.01
C -1.804 -1.799 -1.057 -0.1 0.5 0.2 0.01
O -1.607 -0.510 -0.786 -0.9 -1.1 -0.2 0.03
H 1.464 2.343 -4.728 0.0 0.0 0.0 0.00
H 2.699 1.161 -4.608 0.0 0.0 0.0 0.00
H 0.969 -2.512 -2.986 -0.2 0.0 -0.1 0.00
H -0.287 -4.513 -2.426 0.0 0.0 0.0 0.00
H -2.438 -5.559 -1.801 0.0 0.0 0.0 0.00
H -4.214 -4.156 -0.764 0.0 0.0 0.0 0.00
H -3.805 -1.762 -0.314 0.0 0.0 0.0 0.00
N 1.041 4.270 -0.623 -0.1 0.2 0.1 0.07
C -0.329 4.489 -0.479 0.4 0.1 -0.1 0.00
C -1.113 5.592 -0.735 -0.1 0.1 0.0 0.02
C -2.484 5.474 -0.500 0.1 0.0 0.0 0.01
C -3.027 4.286 -0.028 0.1 -0.1 0.0 0.01
C -2.217 3.178 0.228 -0.2 0.0 0.1 0.04
C -0.860 3.290 -0.001 0.3 -0.4 0.0 -0.05
N 0.156 2.333 0.121 -0.1 0.6 0.1 0.08
C 1.314 2.964 -0.293 -0.7 0.1 0.2 0.15
C 2.505 2.281 -0.440 0.4 -0.5 0.1 0.07
C 3.794 2.680 -0.830 -0.2 -0.1 0.1 0.46
S 4.804 1.286 -0.948 0.2 0.1 0.0 0.09
C 3.511 0.291 -0.460 0.0 -0.3 0.0 -0.03
N 2.396 0.888 -0.216 -0.3 0.5 -0.5 0.00
H 1.699 4.904 -1.036 0.0 0.0 0.0 0.00
H -0.690 6.516 -1.110 0.0 0.0 0.0 0.00
H -3.131 6.320 -0.691 0.0 0.0 0.0 0.00
H -4.093 4.220 0.144 0.0 0.0 0.0 0.00
H -2.644 2.253 0.597 0.0 0.0 0.0 -0.01
H 4.164 3.666 -1.050 0.0 0.0 0.0 0.02
H 3.625 -0.784 -0.391 0.0 0.0 0.0 0.00
O 1.593 0.620 2.511 0.1 0.0 0.2 0.00
C 1.957 -0.495 3.305 -0.2 0.2 -0.1 0.00
C 2.320 -1.726 2.499 0.2 -0.3 0.1 0.00
C 1.303 -2.169 1.447 0.0 -0.1 0.0 -0.02
C -0.098 -2.258 1.973 -0.2 0.0 0.1 0.00
C -0.554 -3.417 2.597 0.1 0.0 0.0 0.00
C -1.834 -3.447 3.118 0.0 -0.1 0.0 0.00
C -2.630 -2.320 2.998 0.0 0.0 0.0 0.00
C -2.107 -1.221 2.340 0.0 0.2 -0.1 0.00
N -0.875 -1.177 1.837 0.3 -0.1 -0.1 0.00
H 2.308 0.854 1.905 -0.1 -0.1 0.1 0.00
H 1.089 -0.692 3.938 0.0 0.0 0.0 0.00
H 2.793 -0.262 3.974 0.0 0.1 0.0 0.00
H 2.471 -2.549 3.208 0.0 0.0 0.0 0.00
H 3.283 -1.567 2.002 0.0 0.0 0.0 0.00
H 1.614 -3.141 1.053 0.0 0.0 0.0 0.00
H 1.309 -1.483 0.606 0.1 0.2 -0.1 0.02
H 0.097 -4.280 2.663 0.0 0.0 0.0 0.00
H -2.207 -4.339 3.606 0.0 0.0 0.0 0.00
H -3.637 -2.293 3.389 0.0 0.0 0.0 0.00
H -2.706 -0.328 2.201 0.0 0.0 0.0 0.00